(1)
Entry from the OMol25 dataset: one molecule with the formula C19H27N3O5S (ωB97M-V with the def2-TZVPD basis set).

XYZ file:
```
55
C19H27N3O5S | the OMol25 dataset | ωB97M-V with the def2-TZVPD basis set
C 3.580 -0.523 -2.115
C 2.908 -1.890 -2.080
C 2.408 -2.220 -0.676
C 1.773 -3.618 -0.598
C 1.324 -3.867 0.816
O 1.991 -4.326 1.701
O 0.057 -3.432 0.990
C -0.489 -3.455 2.302
C -0.789 -2.043 2.817
O -1.652 -1.835 3.636
N 0.022 -1.108 2.262
C -0.063 0.281 2.320
C -0.923 0.966 3.176
C -0.996 2.349 3.124
C -0.243 3.066 2.205
C 0.613 2.370 1.375
S 1.440 3.182 0.023
O 1.702 4.559 0.317
O 2.500 2.370 -0.479
N 0.181 3.260 -1.110
C -0.621 2.202 -1.449
N -0.263 1.042 -1.089
C -1.100 -0.099 -1.357
C -2.428 -0.065 -0.592
C -3.492 0.807 -1.256
C -3.122 2.287 -1.324
C -1.889 2.555 -2.195
C 0.730 1.002 1.429
H 2.906 0.260 -1.773
H 3.897 -0.284 -3.127
H 4.458 -0.514 -1.474
H 3.616 -2.656 -2.405
H 2.063 -1.901 -2.773
H 3.241 -2.166 0.028
H 1.670 -1.465 -0.396
H 0.916 -3.675 -1.269
H 2.511 -4.371 -0.873
H 0.220 -3.945 2.983
H -1.421 -4.025 2.283
H 0.684 -1.442 1.573
H -1.538 0.409 3.864
H -1.664 2.869 3.794
H -0.302 4.139 2.128
H -0.139 4.194 -1.306
H -0.528 -0.974 -1.035
H -1.300 -0.207 -2.432
H -2.237 0.294 0.422
H -2.811 -1.085 -0.520
H -4.425 0.706 -0.696
H -3.676 0.438 -2.269
H -2.942 2.667 -0.315
H -3.970 2.836 -1.741
H -1.861 3.605 -2.491
H -1.947 1.949 -3.103
H 1.420 0.526 0.753
```

Properties
Total charge: 0
E_HOMO in eV: -8.8
SMILES string: CCCCC(=O)OCC(=O)Nc1cccc(S(=O)(=O)NC2=NCCCCC2)c1
Lowest unoccupied orbital energy in eV: 0.546

(2)
Entry from the OMol25 dataset: C19H27N5O2PdS as an isolated structure (ωB97M-V with the def2-TZVPD basis set).

XYZ file:
```
55
C19H27N5O2PdS | the OMol25 dataset | ωB97M-V with the def2-TZVPD basis set
N 0.109 2.228 -1.434
C 0.171 3.362 -1.450
C 0.243 4.816 -1.471
H -0.768 5.243 -1.543
H 0.833 5.153 -2.335
H 0.719 5.184 -0.550
N 1.868 -1.243 -1.784
C 2.811 -1.857 -1.957
C 4.008 -2.636 -2.194
H 4.624 -2.156 -2.968
H 3.740 -3.648 -2.530
H 4.597 -2.713 -1.269
N -2.018 -1.035 -1.433
C -3.030 -1.549 -1.449
C -4.332 -2.201 -1.470
H -4.349 -3.033 -0.751
H -4.540 -2.596 -2.475
H -5.118 -1.482 -1.201
Pd 0.036 -0.049 -1.406
C 0.041 -1.733 0.111
O 0.057 -2.693 0.815
C 1.581 0.631 0.112
O 2.459 1.001 0.820
C 0.481 1.318 -4.577
C -0.887 1.386 -4.457
C -1.651 0.207 -4.458
C -1.031 -1.014 -4.576
C 0.367 -1.083 -4.699
C 1.114 0.071 -4.698
H 1.081 2.202 -4.604
H -1.393 2.325 -4.386
H -2.715 0.287 -4.389
H -1.593 -1.923 -4.602
H 0.824 -2.042 -4.815
H 2.177 0.045 -4.813
C -1.209 -1.796 5.371
C -0.031 -1.583 4.428
N -0.478 -1.106 3.091
C 0.004 -0.027 2.501
S -0.031 -0.015 0.831
N 0.357 1.155 2.994
C -0.020 1.653 4.350
C 1.217 2.026 5.154
H -1.783 -0.873 5.516
H -0.826 -2.130 6.340
H -1.874 -2.566 4.969
H 0.699 -0.867 4.826
H 0.499 -2.538 4.302
H -1.095 -1.817 2.621
H 0.790 1.925 2.430
H -0.664 2.532 4.235
H -0.613 0.887 4.862
H 1.765 2.828 4.649
H 0.902 2.379 6.141
H 1.877 1.159 5.278
```

Properties
Total charge: +4
E_HOMO (alpha / beta) in eV: -21.5 / -21.6
2S+1: 5
Lowest unoccupied orbital energy (alpha / beta) in eV: -12.800 / -16.000

(3)
Entry from the OMol25 dataset: one molecule with the formula C19H27N5O4S (ωB97M-V with the def2-TZVPD basis set).

XYZ file:
```
56
C19H27N5O4S | the OMol25 dataset | ωB97M-V with the def2-TZVPD basis set
C 2.573 -1.859 -4.958
C 2.029 -0.783 -5.900
C 2.566 0.578 -5.591
C 3.473 1.364 -6.310
N 3.760 2.530 -5.727
N 3.036 2.508 -4.603
C 2.990 3.489 -3.666
C 2.189 3.300 -2.591
C 1.457 2.081 -2.495
C 0.503 1.935 -1.331
O -0.155 2.918 -1.012
N 0.386 0.736 -0.728
C 1.333 -0.363 -0.864
C -0.682 0.535 0.259
C -2.077 0.718 -0.325
C -0.449 1.389 1.513
N -1.147 0.829 2.658
C -0.688 -0.300 3.245
O 0.393 -0.797 2.991
C -1.627 -0.919 4.287
C -1.894 0.041 5.444
C -1.157 -2.297 4.748
C -2.368 -3.009 5.369
C -3.603 -2.744 4.493
S -3.179 -1.349 3.447
O -4.133 -0.272 3.564
O -2.847 -1.855 2.137
N 1.500 1.137 -3.393
C 2.291 1.346 -4.470
H 2.162 -2.839 -5.201
H 3.661 -1.918 -5.024
H 2.311 -1.626 -3.925
H 2.276 -1.034 -6.934
H 0.939 -0.767 -5.835
H 3.940 1.129 -7.255
H 3.598 4.359 -3.860
H 2.080 4.053 -1.827
H 2.248 -0.033 -1.344
H 1.577 -0.733 0.134
H 0.909 -1.179 -1.452
H -0.586 -0.506 0.571
H -2.821 0.413 0.413
H -2.252 1.753 -0.611
H -2.206 0.083 -1.202
H 0.616 1.413 1.745
H -0.791 2.409 1.354
H -2.106 1.099 2.817
H -0.947 0.278 5.932
H -2.352 0.965 5.098
H -2.561 -0.400 6.186
H -0.785 -2.844 3.882
H -0.331 -2.205 5.452
H -2.186 -4.078 5.462
H -2.549 -2.628 6.374
H -3.819 -3.557 3.801
H -4.499 -2.493 5.055
```

Properties
Total charge: 0
E_HOMO in eV: -8.4
SMILES string: CCc1cnn2ccc(C(=O)N(C)[C@H](C)CNC(=O)[C@]3(C)CCCS3(=O)=O)nc12
Lowest unoccupied orbital energy in eV: 0.206

(4)
Entry from the OMol25 dataset: one molecule with the formula C19H27NO3 (ωB97M-V with the def2-TZVPD basis set).

XYZ file:
```
50
C19H27NO3 | the OMol25 dataset | ωB97M-V with the def2-TZVPD basis set
C -4.334 -1.036 1.892
O -4.068 -0.834 0.528
C -2.986 -0.064 0.172
C -2.155 0.547 1.099
C -1.065 1.325 0.730
C -0.773 1.495 -0.619
C -1.616 0.908 -1.550
C -2.712 0.130 -1.194
O -3.412 -0.350 -2.261
C -4.483 -1.250 -2.095
C 0.410 2.339 -1.073
C 1.201 1.669 -2.198
C 1.805 0.353 -1.762
O 2.086 -0.525 -2.538
C 2.040 0.289 -0.269
C 3.100 -0.743 0.124
C 2.604 -2.193 0.053
C 3.789 -3.145 0.206
C 1.563 -2.488 1.131
C 2.388 1.706 0.218
N 1.332 2.685 0.000
C 0.620 3.092 1.191
C -0.217 1.962 1.797
H -3.502 -1.539 2.397
H -4.557 -0.095 2.405
H -5.213 -1.678 1.923
H -2.351 0.430 2.153
H -1.453 1.037 -2.607
H -4.171 -2.159 -1.577
H -5.317 -0.795 -1.555
H -4.801 -1.500 -3.107
H 0.005 3.290 -1.455
H 2.031 2.325 -2.476
H 0.596 1.516 -3.090
H 1.081 0.003 0.173
H 3.956 -0.632 -0.546
H 3.444 -0.536 1.141
H 2.154 -2.354 -0.930
H 3.458 -4.179 0.149
H 4.279 -2.993 1.166
H 4.518 -2.976 -0.583
H 1.271 -3.535 1.091
H 1.972 -2.286 2.120
H 0.664 -1.890 0.998
H 2.634 1.679 1.281
H 3.287 2.046 -0.313
H 1.343 3.471 1.917
H -0.039 3.917 0.906
H -0.850 2.350 2.597
H 0.445 1.210 2.241
```

Properties
Total charge: 0
E_HOMO in eV: -8.0
SMILES string: COc1cc2c(cc1OC)[C@@H]1CC(=O)[C@@H](CC(C)C)CN1CC2
Lowest unoccupied orbital energy in eV: 0.666

(5)
Entry from the OMol25 dataset: one molecule with the formula C19H27NO3 (ωB97M-V with the def2-TZVPD basis set).

XYZ file:
```
50
C19H27NO3 | the OMol25 dataset | ωB97M-V with the def2-TZVPD basis set
C 5.120 0.052 1.307
O 4.571 -0.300 0.054
C 3.191 0.004 -0.004
C 3.050 1.453 -0.491
C 2.308 2.314 0.318
C 2.230 3.624 -0.040
C 2.912 4.153 -1.144
C 3.669 3.298 -1.974
C 3.724 1.942 -1.629
C 2.499 -0.889 -1.090
C 2.738 -2.415 -0.976
C 1.024 -0.568 -1.099
C 0.019 -0.911 -0.173
C 0.282 -1.699 1.104
C -1.358 -0.395 -0.428
C -2.419 -0.526 0.457
C -3.848 -0.112 0.147
N -3.941 1.257 0.714
C -4.853 -1.062 0.804
C -4.745 -2.473 0.238
C -6.258 -0.563 0.604
O -6.545 -0.002 -0.430
O -7.187 -0.715 1.585
H 6.133 0.387 1.180
H 4.548 0.857 1.794
H 5.089 -0.804 1.946
H 2.671 -0.086 0.991
H 1.832 1.997 1.255
H 1.648 4.272 0.625
H 2.907 5.235 -1.381
H 4.237 3.692 -2.832
H 4.327 1.237 -2.250
H 2.926 -0.583 -2.034
H 3.782 -2.677 -1.222
H 2.085 -2.919 -1.703
H 2.540 -2.812 0.006
H 0.666 -0.025 -1.982
H 1.306 -1.909 1.325
H -0.128 -1.188 1.983
H -0.236 -2.670 1.070
H -1.523 0.120 -1.369
H -2.277 -1.034 1.421
H -4.021 -0.091 -0.941
H -3.114 1.800 0.422
H -4.824 1.703 0.436
H -4.706 -1.112 1.890
H -4.731 -2.550 -0.838
H -5.590 -3.108 0.605
H -3.807 -2.909 0.583
H -7.920 -0.288 1.169
```

Properties
Total charge: 0
E_HOMO in eV: -8.2
SMILES string: CO[C@@H](c1ccccc1)[C@@H](C)/C=C(C)/C=C/[C@H](N)[C@H](C)C(=O)O
Lowest unoccupied orbital energy in eV: 0.748

(6)
Entry from the OMol25 dataset: C19H28BBiF4O2 as an isolated structure (ωB97M-V with the def2-TZVPD basis set).

XYZ file:
```
55
C19H28BBiF4O2 | the OMol25 dataset | ωB97M-V with the def2-TZVPD basis set
O -1.019 0.336 -3.165
C 0.370 0.261 -3.593
C 0.323 1.640 -4.269
H 0.499 -0.574 -4.307
H 1.002 0.149 -2.695
C -1.211 1.549 -3.931
H 0.590 1.723 -5.342
H 0.886 2.358 -3.621
C -2.272 1.139 -4.938
H -1.936 0.281 -5.537
H -2.524 1.972 -5.600
H -3.171 0.846 -4.363
C -1.653 2.766 -3.162
H -0.825 3.255 -2.638
H -2.469 2.580 -2.456
H -2.006 3.472 -3.919
Bi 0.998 -1.259 0.087
C 1.034 0.991 0.912
C 2.466 0.669 0.965
C 3.063 1.240 -0.191
H 2.970 0.284 1.852
C 2.043 1.806 -0.995
C 0.798 1.668 -0.343
H -0.161 2.115 -0.626
H 0.415 1.000 1.802
H 4.138 1.292 -0.398
H 2.195 2.331 -1.943
C -1.409 -0.683 0.757
C -1.916 0.586 0.292
C -2.699 0.350 -0.845
H -1.719 1.559 0.745
C -2.640 -1.048 -1.147
C -1.915 -1.702 -0.135
H -1.855 -2.774 0.043
H -1.007 -0.845 1.751
H -3.306 1.080 -1.380
H -3.109 -1.542 -1.999
O 0.512 -1.499 -5.822
C 0.062 -0.830 -7.037
C 0.580 -1.587 -8.261
H 0.464 0.194 -6.985
H -1.039 -0.747 -7.019
C 1.510 -2.687 -7.700
H 1.118 -0.907 -8.920
H -0.264 -2.021 -8.792
C 1.392 -2.582 -6.166
H 2.543 -2.465 -7.981
H 1.247 -3.686 -8.066
H 2.365 -2.368 -5.698
H 0.992 -3.506 -5.724
F 1.225 -1.850 2.194
B 1.204 -1.118 3.866
F 0.290 -0.105 3.694
F 0.814 -2.234 4.524
F 2.503 -0.723 3.941
```

Properties
Total charge: 0
E_HOMO in eV: -7.6
Lowest unoccupied orbital energy in eV: -0.972

(7)
Entry from the OMol25 dataset: a 8-piece molecular cluster, C19H28BCl16FN3O5 overall (ωB97M-V with the def2-TZVPD basis set).

XYZ file:
```
73
C19H28BCl16FN3O5 | the OMol25 dataset | ωB97M-V with the def2-TZVPD basis set
C 0.246 -3.128 1.853
B 0.424 -2.590 0.317
O 0.594 -3.567 -0.723
N 0.402 -1.088 -0.030
C -0.913 -0.577 -0.372
O -2.022 -1.480 -0.393
N -2.718 -1.463 0.792
O -3.542 -2.321 0.676
C -1.171 0.899 -0.735
C -2.581 1.502 -1.162
Cl -2.860 1.916 -2.939
C -3.656 1.769 -0.290
C -5.044 2.391 -0.831
Cl -3.525 1.457 1.496
C 0.031 1.866 -0.725
C -0.206 3.392 -1.123
O -1.089 4.133 -0.660
O 0.724 3.926 -2.082
C 1.445 1.274 -0.352
N 2.550 2.224 -0.366
C 1.596 -0.256 -0.021
C 3.043 -0.830 0.308
C 3.238 -1.250 1.869
F 3.458 -1.894 -0.590
H 0.249 -4.277 1.834
H 1.065 -2.719 2.552
H -0.749 -2.751 2.301
H -0.246 -4.097 -0.708
H -4.860 3.464 -1.192
H -5.844 2.451 -0.020
H -5.484 1.804 -1.704
H 1.226 4.663 -1.665
H 2.203 3.145 -0.028
H 3.299 1.982 0.298
H 3.825 0.003 0.138
H 4.354 -1.086 2.113
H 2.604 -0.609 2.572
H 3.052 -2.376 1.986
C 4.170 0.492 -2.901
Cl 5.695 1.219 -2.374
Cl 4.244 0.011 -4.598
H 3.969 -0.389 -2.292
H 3.369 1.220 -2.774
C -2.684 -4.412 4.131
Cl -1.162 -3.660 4.634
Cl -2.631 -4.906 2.435
H -2.864 -5.290 4.749
H -3.493 -3.695 4.265
C -8.528 4.374 -1.205
Cl -6.890 5.020 -1.044
Cl -8.543 2.913 -2.201
H -8.912 4.131 -0.215
H -9.161 5.127 -1.672
C 4.894 -4.909 1.432
Cl 5.060 -3.900 2.876
Cl 3.238 -4.873 0.812
H 5.569 -4.538 0.662
H 5.153 -5.935 1.687
C 5.121 4.959 -1.761
Cl 4.693 4.973 -3.474
Cl 3.679 5.062 -0.739
H 5.648 4.033 -1.535
H 5.765 5.811 -1.550
C 1.131 -6.056 5.798
Cl 2.769 -5.409 5.954
Cl 1.112 -7.513 4.797
H 0.752 -6.302 6.789
H 0.497 -5.302 5.335
C -2.899 4.465 -5.781
Cl -3.248 2.771 -6.146
Cl -3.312 4.857 -4.107
H -1.837 4.648 -5.935
H -3.483 5.098 -6.447
```

Properties
Total charge: +1
E_HOMO in eV: -11.9
Lowest unoccupied orbital energy in eV: -5.012

(8)
Entry from the OMol25 dataset: C19H28BeNPS as an isolated structure (ωB97M-V with the def2-TZVPD basis set).

XYZ file:
```
51
C19H28BeNPS | the OMol25 dataset | ωB97M-V with the def2-TZVPD basis set
C -3.087 0.491 -3.417
C -2.146 1.501 -3.214
C -1.157 1.371 -2.219
C -1.108 0.205 -1.472
C -2.020 -0.814 -1.684
C -3.020 -0.683 -2.667
C -0.148 2.484 -2.052
C 0.085 3.079 -0.648
N -0.310 2.250 0.485
Be 0.105 -0.044 -0.242
C -1.956 -2.068 -0.831
P -1.349 -1.657 0.839
H -2.162 2.409 -3.811
H -3.728 -1.500 -2.806
H -3.871 0.614 -4.165
H -1.255 -2.817 -1.236
H -2.943 -2.549 -0.716
H 0.829 2.156 -2.444
H -0.465 3.329 -2.677
H 1.154 3.287 -0.540
C -0.943 -3.084 1.835
C -2.825 -0.919 1.603
H -0.473 4.027 -0.566
C -1.731 2.371 0.817
C 0.523 2.466 1.670
H 0.263 -1.316 0.334
H -1.970 3.422 1.092
H -2.345 2.075 -0.038
H -1.971 1.717 1.664
H 0.375 3.487 2.071
H 0.269 1.728 2.439
H 1.572 2.317 1.391
H -3.584 -1.700 1.722
H -2.560 -0.511 2.586
H -3.235 -0.119 0.977
H -1.841 -3.707 1.960
H -0.148 -3.669 1.357
H -0.603 -2.735 2.821
H -0.429 -0.367 1.125
S 2.101 0.462 -0.547
C 3.218 -0.599 0.200
C 3.840 -0.235 1.421
C 4.821 -1.063 1.961
C 5.202 -2.239 1.305
C 4.595 -2.592 0.093
C 3.611 -1.783 -0.466
H 3.533 0.692 1.894
H 5.295 -0.776 2.903
H 5.972 -2.880 1.736
H 4.891 -3.500 -0.433
H 3.128 -2.013 -1.412
```

Properties
Total charge: 0
E_HOMO in eV: -7.2
Lowest unoccupied orbital energy in eV: 0.252

(9)
Entry from the OMol25 dataset: C19H28BrCuO2 as an isolated structure (ωB97M-V with the def2-TZVPD basis set).

XYZ file:
```
51
C19H28BrCuO2 | the OMol25 dataset | ωB97M-V with the def2-TZVPD basis set
O 1.018 -1.225 1.211
C -0.030 -1.117 0.148
C -0.691 -2.462 0.424
H 0.399 -0.971 -0.836
H -0.659 -0.225 0.327
C 0.229 -2.342 1.671
H -0.517 -3.344 -0.196
H -1.727 -2.297 0.695
C 1.195 -3.506 1.822
H 1.579 -3.833 0.856
H 0.640 -4.308 2.271
H 2.093 -3.287 2.401
C -0.703 -1.948 2.809
H -1.631 -1.532 2.403
H -0.360 -1.189 3.520
H -0.982 -2.867 3.331
Cu -0.241 3.164 -0.825
C -2.947 3.733 1.686
C -2.621 4.130 0.373
C -2.350 2.930 -0.399
H -2.588 5.138 -0.029
C -2.321 1.842 0.556
C -2.723 2.327 1.809
H -2.870 1.735 2.713
H -3.273 4.371 2.498
H -2.450 2.798 -1.481
H -2.082 0.811 0.336
C 0.269 3.985 1.890
C 0.122 2.840 2.695
C 0.764 1.749 2.043
H -0.426 2.762 3.637
C 1.328 2.204 0.834
C 1.062 3.634 0.726
H 1.587 4.323 0.055
H -0.179 4.960 2.070
H 0.813 0.741 2.442
H 1.917 1.608 0.136
O 1.339 -1.158 -2.189
C 1.311 -2.641 -2.178
C 1.720 -3.171 -3.555
H 0.244 -2.937 -2.006
H 1.888 -3.011 -1.300
C 1.619 -1.911 -4.452
H 0.955 -3.914 -3.823
H 2.708 -3.666 -3.555
C 1.302 -0.736 -3.544
H 0.832 -2.110 -5.173
H 2.568 -1.786 -4.963
H 0.317 -0.327 -3.767
H 1.998 0.087 -3.664
Br 0.557 1.948 -2.452
```

Properties
Total charge: -1
E_HOMO (alpha / beta) in eV: -3.7 / -3.7
2S+1: 2
Lowest unoccupied orbital energy (alpha / beta) in eV: 2.732 / 1.721